Formula: C5H9NO
Source: OMol25
Level of theory: ωB97M-V with the def2-TZVPD basis set

XYZ file:
```
16
Properties=species:S:1:pos:R:3
H -2.16 -1.29 -0.42
H 2.93 -0.82 -2.18
C -1.17 1.79 -0.56
H 0.89 1.29 1.45
N 0.27 -0.77 1.68
H -1.01 1.51 -1.61
C -0.44 -1.67 0.76
H -2.21 2.11 -0.62
H -0.22 -2.75 0.63
C 0.23 0.45 1.11
C -1.22 -0.87 -0.03
H 1.96 -0.16 -1.30
O 2.54 -0.94 -1.26
H -0.47 2.60 -0.27
H 0.98 -0.99 2.38
C -0.88 0.52 0.26
```

As for the structure (SMILES): Cc1cc[nH]c1.O. The value obtained for the gap between HOMO and LUMO is 8.67 eV. As for the total charge: 0. The LUMO energy is 0.820 eV. For the strongest force on any atom, the calculation gives 0.071 Eh/bohr. The HOMO energy comes out at -7.85 eV.

Formula: C18H16N3OS2W
Source: OMol25
Level of theory: ωB97M-V with the def2-TZVPD basis set

XYZ file:
```
41
Properties=species:S:1:pos:R:3
H 2.23 3.01 0.72
C -0.38 -2.62 -0.47
H -1.87 2.32 -0.20
H 2.14 -0.11 -1.44
H 1.87 1.71 -4.56
C 0.93 1.58 -4.04
C -0.36 -3.89 -0.95
C 1.83 2.25 0.04
N -0.24 0.94 -2.07
C 0.77 -4.73 -0.71
C 2.23 0.82 -2.03
H -3.48 3.49 1.23
W -0.21 0.11 -0.12
C 0.94 1.12 -2.74
C -1.23 0.92 1.37
H -2.33 1.05 -2.12
H 3.73 1.75 -0.79
C -1.47 -4.37 -1.70
O 1.57 1.01 0.80
C -3.02 2.28 2.96
H 2.34 0.74 1.33
S 0.88 -1.85 0.46
C -1.99 2.00 0.83
N 1.68 -5.41 -0.52
H -2.40 0.96 4.55
C -1.36 0.54 2.74
C -2.26 1.22 3.51
H 2.99 0.59 -2.77
C 2.72 1.98 -1.14
C -1.47 1.71 -3.97
H -0.28 2.24 -5.69
S -1.73 -1.52 -0.66
H -0.78 -0.27 3.16
H 2.80 2.90 -1.72
H 0.83 2.60 -0.26
C -2.89 2.67 1.63
H -3.72 2.81 3.60
N -2.36 -4.70 -2.35
C -0.27 1.88 -4.66
H -2.43 1.92 -4.42
C -1.42 1.23 -2.69
```

The value obtained for the gap between HOMO and LUMO (alpha / beta) is 5.57 / 5.55 eV. As for the total charge: +3. The LUMO energy (alpha / beta) is -13.530 / -13.551 eV. For the strongest force on any atom, the calculation gives 0.028 Eh/bohr. The HOMO energy (alpha / beta) comes out at -19.10 / -19.10 eV.

Formula: C2H14N2O3
Source: OMol25
Level of theory: ωB97M-V with the def2-TZVPD basis set

XYZ file:
```
21
Properties=species:S:1:pos:R:3
H 0.32 -0.14 3.07
O -3.23 -1.33 -0.05
O 3.21 0.31 -0.03
H -0.39 -0.20 -1.67
C -0.44 -0.13 1.14
H 0.20 -0.93 0.77
H -1.41 -0.58 1.39
H 1.89 -0.59 -2.89
H 0.30 1.47 -0.10
H 2.46 0.69 0.44
H 0.96 1.04 2.14
H -1.37 1.64 0.38
N 0.11 0.53 2.34
H -1.38 1.08 -1.80
H 3.51 -0.40 0.54
C -0.63 0.90 0.05
H -2.63 -0.83 -0.64
N -1.13 0.31 -1.20
O 1.57 -0.98 -2.06
H -4.11 -1.17 -0.41
H 2.20 -0.66 -1.40
```

As for the structure (SMILES): NCCN.O.O.O. The value obtained for the gap between HOMO and LUMO is 9.83 eV. As for the total charge: 0. The LUMO energy is 0.420 eV. For the strongest force on any atom, the calculation gives 0.011 Eh/bohr. The HOMO energy comes out at -9.41 eV.

Formula: C42H92N2O28P2
Source: OMol25
Level of theory: ωB97M-V with the def2-TZVPD basis set

XYZ file:
```
166
Properties=species:S:1:pos:R:3
O 4.49 -1.97 -3.87
H 1.32 -1.94 2.17
H -8.66 -1.47 4.58
C -1.45 0.54 1.55
C 2.19 -2.75 -6.92
C -0.74 0.62 -0.70
H -5.12 -4.03 1.54
C -5.06 0.36 -2.03
P 1.71 -0.95 4.85
C -7.96 -2.24 4.42
H 0.72 4.72 -3.80
H 1.59 -4.72 -4.62
C 1.91 -2.64 0.26
N 0.42 -4.51 -2.91
O 3.20 1.70 -6.35
H 4.06 1.93 3.20
H 2.41 -0.60 0.27
H 6.00 -3.32 -3.24
H -0.01 -3.57 5.84
H 0.55 1.31 5.19
C -0.41 -3.74 -3.58
H -0.38 0.54 1.73
H -3.77 -1.15 6.51
C 1.47 5.48 2.89
H -2.00 -1.02 2.95
C 3.96 1.32 2.25
H -2.74 5.57 -4.29
H -1.44 -3.15 -1.76
O 2.67 3.11 1.41
O -1.81 0.79 0.11
C -3.14 -0.09 -4.91
P 1.54 3.98 0.73
H 1.55 4.56 3.41
H -3.94 5.50 -2.99
O 2.51 0.39 5.02
H 2.97 1.26 0.37
H -0.67 5.05 2.88
H -7.77 -2.68 5.37
H 1.49 -6.22 -3.67
O 0.72 -1.10 3.76
H 2.18 6.26 3.24
H -1.41 -3.32 6.91
H 2.00 3.30 -6.78
H 4.95 -3.22 3.96
C -5.92 -1.31 5.04
H 6.36 1.80 -3.01
O -6.70 -1.72 4.02
H -5.10 0.95 6.28
H 5.39 1.93 -4.43
C -0.34 -1.59 6.46
H -0.24 6.19 4.19
H -1.96 3.44 -3.88
H -2.62 -0.25 -5.91
C 0.02 5.86 3.21
C 1.50 4.54 -3.09
H 0.07 4.25 -1.45
C 4.32 1.32 -2.70
H 1.29 3.32 6.26
O -0.34 -3.62 -4.79
O 2.90 -1.99 4.67
H 5.21 3.24 -3.24
H -0.69 -0.96 7.25
C 1.55 -5.14 -3.60
O 3.97 0.08 -3.32
C 2.12 0.86 -6.28
H 1.81 1.34 1.74
H 3.85 -1.62 0.87
C -2.15 -0.69 1.89
H 1.67 3.46 -3.24
H 0.54 -4.50 1.07
H 3.31 1.76 -2.83
O -4.23 -3.45 -0.35
O 0.11 3.52 0.80
H -4.21 1.43 4.90
O -4.69 -1.15 4.72
C -4.11 -4.02 1.02
O -6.39 -1.08 6.13
H 1.62 1.89 3.95
O -3.00 1.26 -4.51
C 4.83 -0.89 -3.10
C 1.59 1.57 4.98
H -0.71 -3.47 1.71
H 4.68 -3.91 -4.27
H 2.81 3.21 5.49
H 0.91 5.92 -1.46
H 6.03 -2.87 5.36
H 1.49 -1.56 -5.27
O -1.12 0.95 -1.95
C -2.95 5.17 -3.26
O 5.81 -0.88 -2.43
H 4.61 1.20 -1.66
C -2.85 3.65 -3.38
H -1.72 -1.52 1.26
O 1.70 -3.40 -0.67
H 1.58 -3.60 -6.68
O 0.30 0.06 -0.46
O -5.42 -1.79 0.70
H 3.01 3.45 -5.25
H -6.84 -0.55 -1.02
H -8.17 -3.00 3.67
H 2.22 -2.77 -8.03
C 4.86 -3.25 -3.44
H 0.12 -0.29 -3.10
H -3.40 -3.35 1.65
H 3.24 -2.78 -6.63
O -4.06 3.26 -4.16
H -0.94 -1.32 5.61
C -6.06 -0.77 -1.83
H -0.26 1.24 -3.82
H -4.44 0.19 -2.94
O -5.44 -2.07 -1.56
C 4.10 -1.91 5.53
C 1.02 4.75 -1.66
H 0.28 -3.31 7.60
C 0.33 -3.75 1.74
C -4.15 2.02 -4.66
H -2.45 -3.64 -3.14
H -3.19 -0.74 1.65
H 3.98 0.26 2.52
O 2.51 -0.37 -6.47
H -5.62 1.31 -2.14
C 2.95 -1.54 0.19
H -0.37 6.66 2.58
C 5.28 -2.39 4.69
H 2.49 -4.91 -3.12
H 5.56 -1.54 4.07
H 4.83 1.50 1.60
C 2.08 2.58 5.99
H 0.48 -1.15 -6.59
H -1.93 1.36 2.08
O 0.96 1.26 -6.06
H 4.23 -0.94 5.95
H 0.50 -4.40 -1.94
H -1.65 -2.14 -3.05
H -2.91 3.02 -2.42
H -3.49 1.43 6.56
H -3.75 -5.05 0.91
N 1.26 -2.72 1.45
H 0.62 -4.23 2.68
C -1.56 -3.15 -2.82
C -3.80 -0.54 5.65
C 5.40 2.14 -3.42
H -6.64 -0.97 -2.74
H 0.91 1.16 -2.47
H 3.95 -2.67 6.32
C -0.38 -3.03 6.74
H 4.30 -3.49 -2.49
H 3.78 3.58 -6.80
C -5.07 -2.37 -0.32
C 2.96 3.06 -6.26
C 0.00 0.77 -2.92
C 1.52 -1.50 -6.34
H -4.16 -0.43 -4.87
H 2.36 5.15 -3.25
O 1.05 -1.15 6.29
H -2.79 -0.62 5.15
C 2.77 1.64 1.40
H -4.28 0.38 -1.16
O 1.69 5.34 1.49
O -5.07 1.57 -5.26
H -2.63 -0.68 -4.12
C -4.16 0.93 5.87
H 3.35 -1.50 -0.85
O 2.01 4.22 -0.75
H -2.31 5.53 -2.43
H 2.37 2.14 6.96
```

As for the structure (SMILES): CCOP(=O)(OCC)OCC.CCOP(=O)(OCC)OCC.CCOC(=O)OC.CCOC(=O)OC.CCOC(=O)OC.CCOC(=O)OC.CCOC(=O)OC.CCOC(=O)OC.CNC(C)=O.CNC(C)=O. The value obtained for the gap between HOMO and LUMO is 9.24 eV. As for the total charge: 0. The LUMO energy is 0.223 eV. For the strongest force on any atom, the calculation gives 0.071 Eh/bohr. The HOMO energy comes out at -9.02 eV.

Formula: C6H12O
Source: OMol25
Level of theory: ωB97M-V with the def2-TZVPD basis set

XYZ file:
```
19
Properties=species:S:1:pos:R:3
C 2.05 0.66 -0.92
H -0.62 -3.53 3.39
C 0.50 -1.20 -1.27
H -0.40 -1.52 -0.75
C -1.56 0.99 -1.14
C -0.32 1.17 -0.67
C 0.78 0.27 -1.04
H -1.77 0.18 -1.82
H 2.25 1.69 -0.66
H -2.35 1.68 -0.90
H 1.32 -1.83 -0.91
H 2.90 -0.01 -0.97
H 0.24 -1.39 -2.30
H 0.29 3.21 -0.35
H -1.45 -3.97 4.61
H -0.96 2.68 0.71
O -1.51 -3.58 3.74
C -0.05 2.34 0.23
H 0.68 2.16 1.02
```

As for the structure (SMILES): C=C(C)C(=C)C.O. The value obtained for the gap between HOMO and LUMO is 9.56 eV. As for the total charge: 0. The LUMO energy is 0.807 eV. For the strongest force on any atom, the calculation gives 0.030 Eh/bohr. The HOMO energy comes out at -8.75 eV.

Formula: C27H34AsIN7NiO2S
Source: OMol25
Level of theory: ωB97M-V with the def2-TZVPD basis set

XYZ file:
```
74
Properties=species:S:1:pos:R:3
I 3.94 3.75 5.01
C -3.93 1.73 5.59
H 1.67 -2.48 -2.81
C 0.38 0.24 -3.85
N 3.18 0.46 -0.09
C -2.60 3.14 4.43
H 1.47 0.22 -3.77
C 0.60 -2.68 -2.77
C -0.02 -0.05 -5.29
H 0.44 -0.96 -5.66
H -1.75 3.81 4.42
H -2.68 0.70 -3.51
C 1.89 1.48 5.10
H -5.57 0.87 4.47
C 3.08 -0.80 0.43
Ni 0.09 -0.04 -0.27
H -2.49 -2.16 -2.38
C -3.08 3.70 -0.39
H 2.27 1.05 -1.75
C -5.16 2.14 2.09
C -0.62 -0.14 2.74
H -5.58 2.51 0.10
C 0.48 0.77 3.29
S 1.77 -1.83 0.33
C -1.83 3.79 -0.99
H 0.43 -3.28 -1.87
O -0.53 -0.42 1.49
H 0.32 -2.91 -4.92
H 4.58 2.54 -1.25
H -1.52 4.69 -1.50
N -2.90 2.57 5.59
C 2.44 2.46 4.29
H 0.30 0.76 -5.94
H 6.03 2.27 -0.27
H 0.70 1.86 1.47
C -3.05 -0.13 -2.91
H -2.74 0.55 0.80
C -3.43 2.53 0.28
N 5.13 0.06 0.81
C -4.32 2.18 3.30
H 4.60 -1.82 1.46
H 2.23 1.38 6.13
H 0.73 -4.39 -4.07
C 1.05 1.75 2.48
C -4.79 2.39 0.84
H -2.09 -1.72 -4.04
N 2.13 1.09 -0.74
H 2.10 2.06 -0.45
C 4.46 0.94 0.16
C -0.99 2.70 -0.93
H -0.89 -3.74 -3.94
C 4.94 2.28 -0.25
H 0.43 -0.09 5.24
H -6.21 1.98 2.29
H -4.05 -0.38 -3.25
N -1.32 1.56 -0.32
C 0.90 0.65 4.61
C -4.71 1.52 4.46
H 2.42 3.40 2.36
N 4.29 -1.00 0.97
C -2.13 -1.35 -3.01
H 4.62 3.04 0.46
H 0.05 1.24 -3.57
H -3.77 4.53 -0.44
C 0.16 -3.47 -4.00
H -0.03 2.73 -1.42
H -1.10 -0.14 -5.39
N -3.24 2.97 3.29
As -0.30 -0.96 -2.43
O -1.46 -0.57 3.50
H -4.15 1.24 6.53
C 2.02 2.61 2.98
H -3.12 0.20 -1.87
C -2.50 1.49 0.30
```

The value obtained for the gap between HOMO and LUMO (alpha / beta) is 6.94 / 6.94 eV. As for the total charge: +1. The LUMO energy (alpha / beta) is -3.768 / -3.769 eV. For the strongest force on any atom, the calculation gives 0.032 Eh/bohr. The HOMO energy (alpha / beta) comes out at -10.71 / -10.71 eV.

Formula: C4H6O2
Source: OMol25
Level of theory: ωB97M-V with the def2-TZVPD basis set

XYZ file:
```
12
Properties=species:S:1:pos:R:3
H 0.65 1.11 -1.08
C 1.99 -0.02 0.23
H -0.36 -0.11 1.58
C -0.45 0.15 0.53
H 2.87 0.26 -0.39
H -2.66 0.09 0.46
O -1.16 -1.18 -0.27
C 0.69 0.34 -0.32
H -1.86 0.68 -1.08
O 2.15 -0.61 1.29
H -0.11 -0.84 -0.80
C -1.75 0.13 -0.14
```

The value obtained for the gap between HOMO and LUMO is 9.78 eV. As for the total charge: 0. The LUMO energy is 0.814 eV. For the strongest force on any atom, the calculation gives 0.009 Eh/bohr. The HOMO energy comes out at -8.96 eV.

Formula: C3H3NO2
Source: OMol25
Level of theory: ωB97M-V with the def2-TZVPD basis set

XYZ file:
```
9
Properties=species:S:1:pos:R:3
O -1.08 1.25 0.25
C 0.24 -0.08 -0.85
H 0.97 1.50 0.74
C 0.27 -0.70 0.52
N -1.27 -0.20 -0.64
C 0.23 0.83 0.33
H 0.97 -1.32 1.05
H 0.75 -0.20 -1.78
O -1.09 -1.09 0.38
```

As for the structure (SMILES): O1[C@@H]2[C@@H]3ON1[C@H]23. The value obtained for the gap between HOMO and LUMO is 10.56 eV. As for the total charge: 0. The LUMO energy is 0.938 eV. For the strongest force on any atom, the calculation gives 0.038 Eh/bohr. The HOMO energy comes out at -9.62 eV.

Formula: C15H44O5P
Source: OMol25
Level of theory: ωB97M-V with the def2-TZVPD basis set

XYZ file:
```
65
Properties=species:S:1:pos:R:3
H -2.32 0.23 1.66
H 0.75 -7.36 -4.62
H -2.63 7.56 1.23
C -0.48 0.94 5.32
H 2.66 -0.41 1.65
H 1.37 -4.23 -1.05
O 4.98 2.63 -0.52
H -0.57 0.64 1.57
H -2.48 -2.90 -2.08
C 0.76 -3.36 -0.77
H 2.17 -2.48 2.33
H -3.13 4.90 2.33
C -1.40 0.13 1.06
H -1.18 1.74 5.54
H 0.91 -4.21 1.20
H 0.44 1.11 5.89
C 0.48 -6.43 -4.12
C 2.21 -0.95 0.80
H -0.73 -4.72 -1.57
C -1.72 0.68 -0.37
H -1.14 -3.01 -3.20
H -1.15 -0.94 0.97
H -0.79 1.03 -0.86
H 3.96 -2.00 -0.93
H -2.40 1.54 -0.30
H -1.00 -0.75 -2.90
C -0.73 -3.70 -1.12
H -3.15 3.50 1.22
C -2.76 7.88 0.19
H 0.00 -2.69 1.18
P 3.37 -0.75 -0.63
O -1.50 4.75 1.10
H 3.40 3.93 -0.17
H -2.98 6.09 -0.51
H -3.00 -0.03 -1.96
H -0.23 -1.00 -1.33
H -2.07 3.51 2.65
C -2.52 4.12 1.87
H -1.79 8.04 -0.27
C 2.17 -2.47 1.22
H -0.92 -0.02 5.60
H 1.20 -5.65 -4.37
H 2.62 -0.23 -1.71
C -1.38 -2.75 -2.16
H 1.21 -0.53 0.62
C 0.88 -3.19 0.77
H 3.75 3.58 -1.89
C -2.33 -0.49 -1.22
O -0.20 0.97 3.91
H -0.51 -6.12 -4.46
H 5.61 3.36 -0.54
H 2.98 2.35 -0.86
H 3.08 -3.02 0.93
H 1.15 -2.50 -1.35
H -0.97 4.05 0.70
O -3.49 6.91 -0.54
C 3.71 3.16 -0.88
H 4.42 0.17 -0.33
H -2.94 -1.15 -0.59
C -1.14 -1.23 -1.91
H -3.32 8.82 0.18
H -1.33 -3.78 -0.20
O 0.42 -6.62 -2.71
H 0.42 0.26 3.73
H 1.29 -6.90 -2.42
```

The value obtained for the gap between HOMO and LUMO is 8.15 eV. As for the total charge: +1. The LUMO energy is -3.256 eV. For the strongest force on any atom, the calculation gives 0.030 Eh/bohr. The HOMO energy comes out at -11.40 eV.

> strongest force on any atom of number 7 (C4H6O2)?

0.009 Eh/bohr

> Look up the total charge of the fifth one.

0

> Which formula does entry 7 have?

C4H6O2

Please write out number 2 again, unchanged.
Formula: C18H16N3OS2W
Source: OMol25
Level of theory: ωB97M-V with the def2-TZVPD basis set

XYZ file:
```
41
Properties=species:S:1:pos:R:3
H 2.23 3.01 0.72
C -0.38 -2.62 -0.47
H -1.87 2.32 -0.20
H 2.14 -0.11 -1.44
H 1.87 1.71 -4.56
C 0.93 1.58 -4.04
C -0.36 -3.89 -0.95
C 1.83 2.25 0.04
N -0.24 0.94 -2.07
C 0.77 -4.73 -0.71
C 2.23 0.82 -2.03
H -3.48 3.49 1.23
W -0.21 0.11 -0.12
C 0.94 1.12 -2.74
C -1.23 0.92 1.37
H -2.33 1.05 -2.12
H 3.73 1.75 -0.79
C -1.47 -4.37 -1.70
O 1.57 1.01 0.80
C -3.02 2.28 2.96
H 2.34 0.74 1.33
S 0.88 -1.85 0.46
C -1.99 2.00 0.83
N 1.68 -5.41 -0.52
H -2.40 0.96 4.55
C -1.36 0.54 2.74
C -2.26 1.22 3.51
H 2.99 0.59 -2.77
C 2.72 1.98 -1.14
C -1.47 1.71 -3.97
H -0.28 2.24 -5.69
S -1.73 -1.52 -0.66
H -0.78 -0.27 3.16
H 2.80 2.90 -1.72
H 0.83 2.60 -0.26
C -2.89 2.67 1.63
H -3.72 2.81 3.60
N -2.36 -4.70 -2.35
C -0.27 1.88 -4.66
H -2.43 1.92 -4.42
C -1.42 1.23 -2.69
```

The value obtained for the gap between HOMO and LUMO (alpha / beta) is 5.57 / 5.55 eV. As for the total charge: +3. The LUMO energy (alpha / beta) is -13.530 / -13.551 eV. For the strongest force on any atom, the calculation gives 0.028 Eh/bohr. The HOMO energy (alpha / beta) comes out at -19.10 / -19.10 eV.